Entry from the OMol25 dataset: a cluster of 2 separate species, C21H45BrFN5O8PS in total (ωB97M-V with the def2-TZVPD basis set).

```
83
Properties=species:S:1:pos:R:3:lowdin_charge:R:1
C 0.139 1.465 3.737 -0.08
C 1.169 1.042 2.670 -0.29
C 0.606 0.425 1.359 -0.51
Br 1.675 -1.213 1.043 0.93
C 0.508 1.284 0.021 -0.28
P 0.057 3.087 0.385 0.50
O -0.277 3.878 -0.798 -0.21
O -1.111 3.103 1.460 -0.08
O 1.307 3.694 1.171 -0.11
C 1.911 1.238 -0.687 -0.34
C 3.168 1.613 0.107 -0.18
C 4.484 1.236 -0.587 -0.24
O 4.549 -0.128 -0.984 -0.08
S 2.015 2.202 -2.207 0.67
O 2.805 1.402 -3.106 -0.25
O 2.386 3.551 -1.948 -0.22
O 0.512 2.172 -2.701 -0.12
C -0.104 0.922 -2.460 -0.34
F -1.134 0.876 -3.337 0.10
C -0.605 0.679 -1.010 -0.27
C -0.752 -0.872 -1.006 -0.18
C -1.569 -1.586 0.068 -0.20
C -2.017 -2.990 -0.391 -0.19
C -1.312 -4.108 0.375 -0.30
N -1.854 -5.439 0.112 -0.01
C -2.004 1.291 -0.761 -0.14
C -3.224 0.713 -1.522 -0.19
C -3.998 1.814 -2.251 -0.17
C -4.622 2.833 -1.283 -0.20
N -6.083 2.848 -1.413 0.01
C -6.795 3.508 -0.415 -0.57
N -6.397 4.624 0.018 0.14
N -7.975 2.853 0.064 0.08
H 0.475 1.154 4.725 0.08
H -0.020 2.539 3.762 0.07
H -0.839 1.000 3.564 0.08
H 1.888 1.833 2.490 0.09
H 1.743 0.247 3.147 0.07
H -0.393 0.068 1.601 0.07
H -1.406 2.261 1.812 0.06
H 1.517 4.549 0.754 0.12
H 2.040 0.222 -1.065 0.08
H 3.167 1.100 1.064 0.08
H 3.220 2.685 0.281 0.11
H 4.702 1.898 -1.427 0.12
H 5.276 1.390 0.150 0.12
H 4.151 -0.189 -1.863 0.08
H 0.591 0.130 -2.758 0.16
H -1.240 -1.099 -1.959 0.11
H 0.233 -1.333 -1.099 0.07
H -2.456 -1.015 0.344 0.10
H -0.997 -1.739 0.984 0.05
H -3.099 -3.106 -0.281 0.11
H -1.787 -3.126 -1.452 0.11
H -1.359 -3.894 1.449 0.10
H -0.249 -4.089 0.108 0.11
H -2.723 -5.398 -0.401 0.06
H -1.206 -6.015 -0.405 0.06
H -2.210 1.147 0.302 0.10
H -1.973 2.363 -0.949 0.10
H -2.962 -0.068 -2.230 0.10
H -3.916 0.258 -0.804 0.11
H -4.812 1.340 -2.807 0.11
H -3.357 2.305 -2.984 0.12
H -4.255 3.844 -1.448 0.12
H -4.351 2.576 -0.249 0.11
H -6.456 1.918 -1.544 0.10
H -7.028 4.934 0.752 0.05
H -8.734 2.924 -0.603 0.08
H -7.794 1.872 0.237 0.07
C 5.006 -2.591 2.091 0.03
C 4.610 -3.761 1.272 -0.40
O 3.669 -3.919 0.581 0.18
N 5.573 -4.968 1.345 0.08
C 6.328 -5.140 0.049 0.03
H 4.225 -1.843 1.991 0.04
H 5.125 -2.880 3.138 0.11
H 5.953 -2.179 1.732 0.12
H 6.216 -4.899 2.134 0.18
H 4.968 -5.783 1.471 0.19
H 6.975 -6.007 0.144 0.11
H 6.918 -4.246 -0.131 0.11
H 5.596 -5.289 -0.738 0.11
```

As for the charge: +1. The strongest force on any atom is 0.81 eV Å⁻¹. As for the multiplicity: 1. The electronic energy is -139215.9890 eV.